(1)
{"formula": "C4H5FS", "method": "the ωB97M-V functional and the def2-TZVPD basis", "multiplicity": 1, "charge": 0, "orbital_gap_ev": 8.4809, "e_homo_ev": -8.797, "total_energy_ha": -653.33462, "elements": ["C", "C", "F", "C", "C", "S", "H", "H", "H", "H", "H"], "coordinates": [[1.962, 1.453, -0.174], [1.570, 0.087, 0.034], [2.021, -1.205, -0.196], [0.183, -0.135, 0.650], [-0.913, -0.541, -0.117], [-2.393, 0.191, -0.111], [1.049, 2.366, -0.056], [2.849, 1.798, -0.501], [-0.049, 0.657, 1.262], [0.318, -0.856, 1.390], [-0.875, -1.360, -0.922]]}

=====

(2)
{"formula": "C4H2FNOS", "method": "the ωB97M-V functional and the def2-TZVPD basis", "multiplicity": 1, "charge": 0, "orbital_gap_ev": 8.4669, "e_homo_ev": -9.913, "total_energy_ha": -781.58602, "elements": ["N", "C", "C", "S", "O", "C", "C", "F", "H", "H"], "coordinates": [[2.651, -1.051, -0.691], [1.912, -0.848, 0.171], [0.992, -0.611, 1.212], [1.365, -0.975, 2.745], [-0.181, -0.037, 0.864], [-0.521, 0.300, -0.441], [-1.708, 0.850, -0.642], [-2.069, 1.174, -1.923], [0.111, 0.136, -1.306], [-2.552, 1.062, 0.009]]}

=====

(3)
{"formula": "H42O21", "method": "the ωB97M-V functional and the def2-TZVPD basis", "multiplicity": 1, "charge": 0, "orbital_gap_ev": 11.0808, "e_homo_ev": -11.022, "total_energy_ha": -1605.31010, "elements": ["O", "H", "H", "O", "H", "H", "O", "H", "H", "O", "H", "H", "O", "H", "H", "O", "H", "H", "O", "H", "H", "O", "H", "H", "O", "H", "H", "O", "H", "H", "O", "H", "H", "O", "H", "H", "O", "H", "H", "O", "H", "H", "O", "H", "H", "O", "H", "H", "O", "H", "H", "O", "H", "H", "O", "H", "H", "O", "H", "H", "O", "H", "H"], "coordinates": [[-15.989, -6.367, -1.750], [-16.485, -7.181, -1.860], [-15.632, -6.057, -2.582], [-16.748, -5.630, -5.988], [-17.025, -6.557, -5.906], [-16.359, -5.575, -6.893], [-12.534, -5.120, -4.043], [-13.338, -4.565, -4.158], [-11.983, -4.853, -4.813], [-12.444, -6.994, -1.561], [-12.501, -6.825, -2.466], [-13.312, -7.296, -1.215], [-15.906, -12.382, -3.213], [-15.009, -12.443, -2.940], [-16.225, -11.673, -2.654], [-15.060, -9.460, 0.601], [-14.264, -10.051, 0.779], [-14.754, -8.669, 0.196], [-12.884, -10.512, 1.588], [-12.336, -11.280, 1.747], [-12.257, -9.799, 1.324], [-13.253, -6.306, 3.074], [-13.745, -6.943, 3.648], [-12.296, -6.328, 3.311], [-18.023, -8.206, -1.063], [-18.444, -7.852, -0.286], [-17.708, -9.094, -0.858], [-18.222, -7.453, -4.899], [-18.868, -6.762, -4.648], [-18.464, -8.187, -4.355], [-10.734, -5.611, 0.319], [-11.595, -5.599, -0.127], [-10.298, -6.276, -0.240], [-16.399, -5.792, 2.487], [-15.914, -5.145, 3.002], [-15.730, -6.312, 1.966], [-20.163, -8.762, -3.013], [-19.613, -8.802, -2.234], [-20.946, -8.339, -2.738], [-15.762, -4.074, -3.755], [-16.507, -3.783, -3.232], [-16.118, -4.486, -4.568], [-10.971, -8.767, 0.422], [-10.423, -8.049, 0.850], [-11.467, -8.218, -0.210], [-17.682, -3.275, -1.918], [-17.710, -2.569, -1.225], [-18.064, -4.014, -1.477], [-13.896, -4.246, -1.058], [-13.493, -4.992, -1.541], [-14.573, -3.929, -1.654], [-15.428, -8.161, 3.556], [-15.357, -8.737, 2.779], [-16.324, -7.861, 3.538], [-17.983, -5.615, 0.069], [-17.710, -5.498, 1.010], [-17.138, -5.768, -0.369], [-16.924, -10.835, -0.630], [-16.145, -10.396, -0.169], [-17.357, -11.478, -0.074], [-14.397, -6.824, 0.380], [-13.716, -6.609, 1.087], [-14.600, -5.987, -0.042]]}

=====

(4)
{"formula": "C31H76Ba2CuN5O13Sr", "method": "the ωB97M-V functional and the def2-TZVPD basis", "multiplicity": 1, "charge": 6, "orbital_gap_ev": 1.1979, "e_homo_ev": -18.545, "total_energy_ha": -4198.27415, "elements": ["Cu", "Sr", "Ba", "Ba", "O", "C", "O", "O", "H", "C", "O", "C", "C", "N", "C", "C", "O", "C", "H", "H", "H", "H", "H", "H", "H", "H", "H", "H", "H", "H", "H", "H", "H", "C", "O", "C", "C", "N", "C", "C", "O", "C", "H", "H", "H", "H", "H", "H", "H", "H", "H", "H", "H", "H", "H", "H", "H", "C", "O", "C", "C", "N", "C", "C", "O", "C", "H", "H", "H", "H", "H", "H", "H", "H", "H", "H", "H", "H", "H", "H", "H", "C", "O", "C", "C", "N", "C", "C", "O", "C", "H", "H", "H", "H", "H", "H", "H", "H", "H", "H", "H", "H", "H", "H", "H", "C", "O", "C", "C", "N", "C", "C", "O", "C", "H", "H", "H", "H", "H", "H", "H", "H", "H", "H", "H", "H", "H", "H", "H"], "coordinates": [[1.806, 1.292, 5.221], [-0.876, 3.839, 2.865], [3.849, 3.667, 2.057], [3.691, -1.498, 2.926], [1.254, -0.208, 1.888], [1.001, 1.080, 2.221], [-0.090, 1.632, 1.975], [1.964, 1.749, 2.754], [0.352, -0.458, 1.562], [-2.477, -1.685, 0.875], [-3.370, -2.362, 0.051], [-3.438, -3.753, 0.312], [-4.254, -4.388, -0.797], [-4.246, -5.841, -0.828], [-5.022, -6.434, 0.290], [-6.136, -7.387, -0.173], [-6.861, -6.719, -1.184], [-8.226, -7.157, -1.356], [-2.264, -0.663, 0.559], [-1.558, -2.274, 1.039], [-2.851, -1.592, 1.909], [-3.844, -3.837, 1.334], [-2.464, -4.262, 0.399], [-3.756, -4.018, -1.701], [-5.247, -3.915, -0.812], [-4.854, -6.056, -1.626], [-5.357, -5.687, 1.011], [-4.336, -7.078, 0.854], [-6.835, -7.665, 0.616], [-5.646, -8.249, -0.652], [-8.850, -6.492, -0.747], [-8.386, -8.158, -0.958], [-8.422, -7.064, -2.420], [0.430, -2.196, -1.723], [0.594, -0.828, -2.018], [0.743, -0.518, -3.414], [-0.434, 0.363, -3.863], [-1.564, -0.434, -4.319], [-2.428, 0.294, -5.269], [-3.552, -0.595, -5.777], [-4.453, -0.826, -4.707], [-4.600, -2.213, -4.417], [1.359, -2.705, -2.013], [-0.400, -2.668, -2.257], [0.314, -2.340, -0.645], [0.701, -1.434, -4.006], [1.693, -0.015, -3.608], [-0.089, 1.069, -4.621], [-0.686, 0.952, -2.967], [-2.187, -0.539, -3.521], [-1.810, 0.635, -6.102], [-2.924, 1.192, -4.875], [-3.150, -1.539, -6.147], [-3.946, -0.058, -6.644], [-5.035, -2.726, -5.275], [-5.219, -2.294, -3.527], [-3.610, -2.627, -4.183], [7.726, -2.016, 3.679], [6.647, -2.244, 2.767], [7.002, -3.165, 1.734], [5.860, -3.540, 0.781], [4.790, -2.562, 0.401], [3.852, -3.246, -0.512], [2.829, -4.039, 0.343], [2.190, -3.077, 1.228], [1.194, -3.730, 1.992], [8.075, -2.982, 4.050], [7.550, -1.267, 4.447], [8.587, -1.605, 3.136], [7.352, -4.093, 2.204], [7.944, -2.834, 1.280], [5.353, -4.373, 1.265], [6.333, -3.914, -0.129], [5.186, -1.698, 0.049], [4.359, -3.984, -1.136], [3.334, -2.535, -1.149], [3.339, -4.785, 0.953], [2.101, -4.560, -0.277], [0.873, -3.037, 2.795], [1.651, -4.488, 2.639], [0.271, -3.983, 1.473], [6.248, 6.018, 3.507], [6.194, 5.339, 2.261], [6.409, 6.223, 1.129], [5.097, 6.812, 0.638], [4.095, 5.771, 0.219], [4.549, 5.071, -0.985], [3.494, 4.120, -1.540], [3.184, 3.127, -0.515], [2.298, 2.151, -1.043], [7.160, 6.521, 3.830], [5.992, 5.302, 4.300], [5.439, 6.750, 3.653], [6.950, 5.647, 0.373], [7.164, 6.975, 1.364], [5.230, 7.525, -0.174], [4.610, 7.199, 1.537], [3.129, 6.071, 0.164], [5.399, 4.466, -0.639], [4.989, 5.688, -1.773], [3.781, 3.534, -2.417], [2.596, 4.631, -1.911], [1.317, 2.561, -1.295], [2.085, 1.394, -0.276], [2.680, 1.540, -1.863], [-4.082, 0.593, -1.247], [-3.772, 1.590, -0.281], [-2.604, 2.314, -0.529], [-2.771, 3.752, -0.033], [-3.015, 3.723, 1.448], [-3.717, 5.019, 1.763], [-3.698, 5.297, 3.266], [-2.381, 5.609, 3.776], [-2.421, 6.071, 5.135], [-4.241, 1.056, -2.230], [-5.047, 0.157, -1.021], [-3.251, -0.092, -1.419], [-2.520, 2.420, -1.619], [-1.692, 1.828, -0.156], [-3.693, 4.065, -0.528], [-1.883, 4.246, -0.432], [-3.762, 3.024, 1.454], [-4.762, 4.969, 1.456], [-3.248, 5.871, 1.269], [-4.244, 4.583, 3.894], [-4.289, 6.201, 3.462], [-2.894, 7.060, 5.135], [-1.411, 6.164, 5.528], [-3.085, 5.493, 5.784]]}

=====

(5)
{"formula": "C19H21N3O3S", "method": "the ωB97M-V functional and the def2-TZVPD basis", "multiplicity": 1, "charge": 0, "orbital_gap_ev": 8.6312, "e_homo_ev": -8.194, "total_energy_ha": -1524.70451, "elements": ["C", "N", "C", "C", "O", "O", "C", "C", "O", "N", "C", "C", "C", "C", "C", "C", "C", "C", "N", "C", "C", "C", "S", "C", "C", "C", "H", "H", "H", "H", "H", "H", "H", "H", "H", "H", "H", "H", "H", "H", "H", "H", "H", "H", "H", "H", "H"], "coordinates": [[-2.031, 1.518, 3.771], [-1.052, 0.459, 3.898], [-0.154, 0.166, 2.894], [-0.123, 0.601, 1.482], [-0.789, 1.546, 1.091], [0.773, -0.158, 0.688], [0.996, 0.223, -0.696], [-0.233, -0.175, -1.569], [-0.767, -1.254, -1.394], [-0.621, 0.658, -2.641], [-1.644, 0.365, -3.664], [-3.008, 0.117, -3.045], [-1.866, 1.717, -4.396], [-1.150, -0.638, -4.655], [2.285, -0.451, -1.059], [3.369, 0.166, -1.682], [4.537, -0.581, -1.937], [4.556, -1.941, -1.537], [3.448, -2.547, -0.986], [2.340, -1.858, -0.676], [0.894, -0.485, 3.557], [0.589, -0.513, 4.953], [1.290, -1.454, 6.276], [-0.256, -0.968, 7.176], [-1.265, -0.464, 6.397], [-0.660, -0.188, 5.087], [-2.312, 1.547, 2.798], [-2.818, 1.354, 4.474], [-1.564, 2.422, 4.156], [1.214, 1.319, -0.743], [-0.141, 1.524, -2.790], [-3.493, 1.016, -2.613], [-2.882, -0.704, -2.198], [-3.782, -0.329, -3.771], [-2.188, 2.556, -3.728], [-1.028, 2.037, -5.026], [-2.631, 1.541, -5.180], [-1.017, -1.594, -4.174], [-0.146, -0.347, -4.956], [-1.736, -0.585, -5.489], [3.282, 1.244, -2.022], [5.411, -0.227, -2.500], [5.425, -2.576, -1.692], [1.534, -2.273, 0.012], [1.949, -0.800, 3.151], [-0.286, -0.938, 8.293], [-2.249, -0.049, 6.668]]}

=====

(6)
{"formula": "C14H27Cl3OSiZr", "method": "the ωB97M-V functional and the def2-TZVPD basis", "multiplicity": 1, "charge": -2, "orbital_gap_ev": 4.7219, "e_homo_ev": 0.728, "total_energy_ha": -2342.20641, "elements": ["C", "C", "C", "C", "C", "C", "C", "C", "C", "C", "Zr", "Cl", "Cl", "Cl", "H", "H", "H", "H", "H", "H", "H", "H", "H", "H", "H", "H", "H", "H", "H", "O", "H", "C", "Si", "C", "C", "C", "H", "H", "H", "H", "H", "H", "H", "H", "H", "H", "H"], "coordinates": [[-0.546, 0.876, -2.261], [-1.389, -0.258, -2.191], [-0.590, -1.400, -1.854], [-2.826, -0.296, -2.548], [0.770, -0.959, -1.689], [0.811, 0.465, -1.985], [1.990, 1.245, -2.057], [-0.955, 2.225, -2.680], [-1.053, -2.812, -1.957], [1.969, -1.842, -1.625], [-0.232, -0.156, 0.416], [-2.506, -0.757, 0.999], [-0.893, 2.185, 0.663], [0.362, -2.418, 1.223], [-3.312, 0.650, -2.279], [-3.348, -1.103, -2.019], [-2.939, -0.450, -3.632], [-1.973, -2.961, -1.371], [-0.298, -3.502, -1.557], [-1.262, -3.058, -3.013], [1.774, -2.672, -0.936], [2.833, -1.290, -1.238], [2.210, -2.235, -2.626], [2.935, 0.694, -2.014], [2.215, 1.938, -0.703], [1.920, 2.124, -2.704], [-1.893, 2.528, -2.201], [-1.093, 2.278, -3.768], [-0.184, 2.945, -2.394], [2.447, 2.231, 0.254], [2.397, 3.213, 0.257], [-0.765, 1.463, 3.977], [0.726, 0.333, 3.758], [2.068, 0.877, 4.949], [0.171, -1.379, 4.351], [1.308, 0.390, 1.961], [-1.005, 1.537, 5.050], [-1.644, 1.080, 3.437], [-0.547, 2.471, 3.599], [1.711, 0.835, 5.986], [2.951, 0.232, 4.880], [2.383, 1.907, 4.746], [-0.789, -1.679, 3.911], [0.908, -2.155, 4.106], [0.055, -1.367, 5.447], [1.757, 1.364, 1.629], [2.134, -0.354, 1.842]]}

=====

(7)
{"formula": "C15H16Br4IN3O2Y", "method": "the ωB97M-V functional and the def2-TZVPD basis", "multiplicity": 1, "charge": 1, "orbital_gap_ev": 6.6889, "e_homo_ev": -10.081, "total_energy_ha": -11527.91994, "elements": ["Y", "Br", "C", "C", "Br", "C", "Br", "C", "O", "C", "O", "C", "Br", "I", "C", "C", "C", "C", "C", "N", "H", "H", "H", "H", "C", "C", "C", "C", "N", "N", "H", "H", "H", "H", "H", "H", "H", "H", "H", "H", "H", "H"], "coordinates": [[0.335, 0.179, -0.924], [-0.254, 5.764, 3.311], [0.131, 4.051, 2.643], [0.886, 3.150, 3.390], [1.541, 3.625, 5.086], [1.163, 1.879, 2.877], [2.188, 0.603, 3.813], [0.685, 1.507, 1.633], [0.908, 0.303, 1.061], [-0.071, 2.422, 0.875], [-0.489, 1.987, -0.336], [-0.343, 3.680, 1.381], [-1.357, 4.837, 0.292], [2.646, 2.037, -2.167], [3.509, 0.180, -1.673], [4.880, 0.026, -1.668], [5.370, -1.219, -1.301], [4.484, -2.228, -0.954], [3.130, -1.960, -0.981], [2.636, -0.766, -1.343], [5.537, 0.840, -1.934], [6.438, -1.391, -1.282], [4.833, -3.205, -0.655], [2.411, -2.718, -0.697], [-2.652, -1.574, 1.168], [-2.879, -1.298, -0.313], [-3.815, -2.329, -0.933], [-3.406, 0.117, -0.517], [-1.507, -1.413, -0.925], [-1.378, -1.095, -2.339], [-3.604, -1.547, 1.697], [-1.990, -0.829, 1.611], [-2.217, -2.565, 1.325], [-4.808, -2.232, -0.497], [-3.466, -3.347, -0.746], [-3.923, -2.187, -2.011], [-4.318, 0.235, 0.067], [-3.685, 0.321, -1.555], [-2.696, 0.877, -0.184], [-1.196, -2.374, -0.802], [-2.116, -0.432, -2.570], [-1.540, -1.910, -2.923]]}

=====

(8)
{"formula": "C4H4N2", "method": "the ωB97M-V functional and the def2-TZVPD basis", "multiplicity": 1, "charge": 0, "orbital_gap_ev": 9.7157, "e_homo_ev": -9.068, "total_energy_ha": -264.14234, "elements": ["C", "C", "C", "N", "N", "C", "H", "H", "H", "H"], "coordinates": [[-0.116, -1.266, 0.131], [0.717, -0.244, 0.109], [2.008, 0.456, 0.147], [3.213, -0.203, 0.491], [3.112, 0.011, -0.664], [-0.711, 0.091, -0.172], [-0.429, -2.361, 0.277], [1.901, 1.563, 0.231], [-1.007, 0.316, -1.136], [-1.382, 0.775, 0.486]]}

=====

(9)
{"formula": "C5H11NO", "method": "the ωB97M-V functional and the def2-TZVPD basis", "multiplicity": 1, "charge": 0, "orbital_gap_ev": 8.8154, "e_homo_ev": -7.997, "total_energy_ha": -327.00928, "elements": ["C", "C", "N", "C", "C", "C", "H", "H", "H", "H", "H", "H", "H", "H", "H", "O", "H", "H"], "coordinates": [[-2.660, 0.875, -0.017], [-1.392, 0.753, 0.423], [-1.115, 0.743, 1.879], [-0.299, 0.394, -0.461], [1.021, 0.661, -0.109], [2.318, 0.556, -0.901], [-3.434, 1.579, 0.478], [-3.129, 0.451, -0.875], [-1.832, 0.868, 2.567], [-0.310, 1.320, 2.143], [-0.801, 0.233, -1.421], [1.269, 0.727, 0.941], [3.017, 1.364, -0.483], [2.648, -0.602, -0.747], [2.045, 0.716, -1.970], [0.984, -3.505, -0.874], [1.554, -3.483, -0.125], [0.115, -3.648, -0.448]]}

=====

(10)
{"formula": "C4H5Cl3N2O", "method": "the ωB97M-V functional and the def2-TZVPD basis", "multiplicity": 1, "charge": 0, "orbital_gap_ev": 6.9751, "e_homo_ev": -7.669, "total_energy_ha": -1720.59439, "elements": ["C", "C", "C", "C", "N", "N", "O", "Cl", "Cl", "Cl", "H", "H", "H", "H", "H"], "coordinates": [[1.751, -1.227, 0.480], [1.154, -0.544, -0.737], [0.705, 0.767, -0.038], [-2.007, -0.123, -0.117], [1.618, -0.552, 1.560], [1.031, 0.644, 1.278], [0.214, 1.920, -0.525], [-1.979, -1.128, -1.442], [-3.323, -0.813, 1.000], [-2.655, 1.537, -0.567], [2.041, -2.305, 0.570], [1.631, -0.184, -1.698], [0.079, -0.950, -0.992], [0.478, 1.099, 1.963], [-0.738, 1.858, -0.734]]}

=====

Q: Look up the charge of the fourth one.
A: +6

=====

Q: Which of these has the lowest charge?
A: C14H27Cl3OSiZr

=====

Q: Among the records above, which one has the lowest charge?
A: C14H27Cl3OSiZr

=====

Q: Among the records above, which one has the highest charge?
A: C31H76Ba2CuN5O13Sr